[1]
Formula: C91H197As3F18N9O6
Source: OMol25
Level of theory: ωB97M-V/def2-TZVPD

Computed properties:
- net charge = +3
- multiplicity = 1
- E_HOMO (eV) = -12.7
- electronic energy (eV) = -354677.1209

Each line ends with the Mulliken charge.
Positions of all 324 atoms, in Å:
C: -7.645 7.502 2.474  -1.41
C: -7.221 7.139 1.000  -0.43
C: -7.471 5.665 0.674  -0.11
C: -7.260 5.396 -0.750  0.00
N: -7.346 3.860 -1.124  0.49
C: -7.862 3.529 -2.473  -0.75
C: -8.252 2.070 -2.302  -0.12
C: -8.495 1.799 -0.808  0.18
C: -8.277 3.162 -0.192  -0.95
C: -5.925 3.194 -1.002  0.12
H: -7.644 8.603 2.660  0.37
H: -7.023 6.960 3.187  0.33
H: -8.614 7.188 2.570  0.41
H: -6.161 7.441 0.844  0.31
H: -7.824 7.842 0.397  0.39
H: -8.493 5.329 0.913  0.41
H: -6.876 4.954 1.285  0.00
H: -6.271 5.666 -1.137  -0.53
H: -8.047 5.856 -1.388  0.47
H: -7.074 3.743 -3.120  0.27
H: -8.742 4.150 -2.672  0.58
H: -7.472 1.382 -2.724  -0.23
H: -9.166 2.004 -2.889  0.54
H: -7.796 1.025 -0.411  -0.59
H: -9.569 1.528 -0.611  0.47
H: -7.848 3.185 0.807  0.41
H: -9.193 3.749 -0.209  0.65
H: -6.034 2.155 -0.944  0.17
H: -5.510 3.624 -0.133  0.53
H: -5.387 3.516 -1.883  -0.76
C: 0.249 3.856 7.897  -1.37
C: -0.657 3.226 6.875  -0.92
C: -0.277 1.848 6.437  -0.54
C: -1.324 1.446 5.395  -0.50
N: -1.347 -0.054 5.110  1.39
C: -1.899 -0.749 6.332  -0.43
C: -1.323 -2.095 6.365  -0.78
C: 0.083 -1.876 5.933  -0.02
C: 0.030 -0.696 4.918  0.25
C: -2.226 -0.242 3.979  -0.72
H: 0.562 3.123 8.667  0.30
H: -0.294 4.635 8.386  0.42
H: 1.160 4.258 7.418  0.28
H: -0.760 3.812 6.017  0.44
H: -1.643 3.179 7.237  0.56
H: -0.161 1.119 7.277  0.54
H: 0.699 1.879 5.992  0.25
H: -1.104 1.952 4.395  -0.02
H: -2.363 1.719 5.592  0.67
H: -2.956 -0.856 6.179  -0.69
H: -1.693 -0.264 7.267  0.83
H: -1.820 -2.841 5.785  0.06
H: -1.370 -2.400 7.418  0.66
H: 0.553 -2.814 5.479  -0.51
H: 0.592 -1.571 6.807  0.80
H: 0.039 -1.042 3.888  -1.08
H: 0.792 0.033 5.043  0.60
H: -1.847 0.366 3.102  0.10
H: -3.138 0.221 4.237  0.64
H: -2.280 -1.274 3.597  -0.40
C: -5.268 -2.362 -3.605  -1.39
C: -3.968 -2.183 -4.346  2.09
C: -3.639 -3.226 -5.375  -0.92
C: -2.283 -2.839 -6.034  0.29
N: -1.868 -3.596 -7.270  0.61
C: -2.811 -4.038 -8.400  -0.51
C: -2.198 -5.303 -9.020  -0.55
C: -0.993 -5.586 -8.121  -0.86
C: -1.261 -4.866 -6.851  -0.43
C: -0.811 -2.645 -7.823  -0.94
H: -5.321 -1.918 -2.625  -0.12
H: -5.550 -3.410 -3.442  0.59
H: -6.193 -2.049 -4.208  0.35
H: -3.198 -2.199 -3.550  -0.59
H: -3.843 -1.168 -4.691  -0.96
H: -4.470 -3.278 -6.182  0.32
H: -3.544 -4.216 -4.912  0.31
H: -1.460 -3.005 -5.362  -0.07
H: -2.356 -1.789 -6.329  -0.12
H: -3.044 -3.176 -9.057  0.37
H: -3.739 -4.312 -7.842  0.24
H: -1.937 -5.009 -10.027  0.30
H: -2.937 -6.144 -9.077  0.38
H: -0.081 -5.244 -8.661  0.30
H: -0.902 -6.625 -8.008  0.50
H: -0.425 -4.602 -6.142  0.19
H: -2.103 -5.405 -6.387  0.39
H: -1.366 -1.738 -8.138  0.40
H: -0.319 -3.108 -8.698  0.45
H: -0.032 -2.559 -7.072  0.24
C: -5.640 1.365 -6.555  -1.37
C: -5.068 1.290 -5.129  0.86
C: -3.575 1.439 -5.097  0.82
C: -3.294 2.795 -5.642  -0.93
N: -1.894 3.187 -5.843  0.68
C: -1.749 4.565 -6.475  -0.28
C: -0.265 4.572 -6.889  -0.79
C: 0.118 3.079 -7.160  -0.69
C: -1.128 2.277 -6.795  -0.06
C: -1.154 3.108 -4.539  -0.54
H: -6.681 0.986 -6.753  0.39
H: -4.875 0.857 -7.155  0.27
H: -5.630 2.449 -6.870  0.37
H: -5.343 0.350 -4.635  -0.06
H: -5.430 2.069 -4.448  -0.35
H: -3.140 0.715 -5.752  -0.30
H: -3.136 1.243 -4.135  -0.08
H: -3.720 3.466 -4.880  -0.29
H: -3.914 3.008 -6.565  0.46
H: -2.009 5.356 -5.764  0.18
H: -2.454 4.590 -7.284  0.61
H: 0.353 5.077 -6.118  0.36
H: -0.151 5.184 -7.828  0.36
H: 0.988 2.785 -6.539  0.02
H: 0.424 2.976 -8.152  0.64
H: -0.950 1.276 -6.375  -0.32
H: -1.769 1.956 -7.654  0.56
H: -1.159 2.111 -4.174  0.10
H: -1.658 3.851 -3.901  -0.10
H: -0.087 3.419 -4.699  0.60
C: -5.192 -1.949 6.483  -1.64
C: -5.640 -1.615 5.023  0.01
C: -5.221 -2.683 4.080  -0.19
C: -5.338 -2.186 2.649  0.48
N: -5.598 -3.291 1.603  0.57
C: -5.362 -2.655 0.224  2.00
C: -6.725 -2.647 -0.407  -0.10
C: -7.685 -2.702 0.735  -0.96
C: -7.011 -3.718 1.648  -0.41
C: -4.613 -4.417 1.778  -1.27
H: -4.358 -2.616 6.407  0.35
H: -5.870 -2.571 7.095  0.43
H: -5.022 -1.060 7.059  0.40
H: -5.179 -0.625 4.794  -0.23
H: -6.759 -1.470 4.951  0.55
H: -5.954 -3.518 4.274  0.60
H: -4.256 -3.082 4.287  -0.34
H: -4.560 -1.526 2.266  -0.81
H: -6.193 -1.556 2.557  0.18
H: -4.699 -3.306 -0.338  -0.46
H: -4.911 -1.637 0.250  -1.29
H: -6.882 -3.535 -1.042  0.38
H: -6.866 -1.613 -0.990  -0.26
H: -8.690 -3.053 0.415  0.57
H: -7.736 -1.781 1.261  0.19
H: -7.150 -4.761 1.342  0.52
H: -7.328 -3.581 2.702  0.28
H: -4.686 -5.056 0.860  0.50
H: -4.775 -4.923 2.710  0.45
H: -3.631 -3.965 1.671  0.46
C: 1.065 -5.975 0.012  -1.12
C: 2.396 -5.299 -0.240  -0.33
C: 3.145 -4.713 0.983  1.67
C: 3.221 -5.645 2.192  -1.06
N: 4.238 -5.383 3.255  0.38
C: 4.007 -6.437 4.296  -0.64
C: 2.818 -5.944 5.112  -0.73
C: 2.942 -4.382 5.094  0.70
C: 3.946 -4.030 3.972  -0.16
C: 5.594 -5.462 2.730  -0.79
H: 0.554 -6.197 -0.930  0.46
H: 0.444 -5.290 0.604  -0.20
H: 1.263 -6.948 0.427  0.39
H: 2.308 -4.487 -0.950  -0.20
H: 3.075 -5.997 -0.818  0.41
H: 2.601 -3.805 1.304  -0.89
H: 4.117 -4.392 0.642  -0.11
H: 3.430 -6.638 1.741  0.53
H: 2.223 -5.636 2.662  -0.10
H: 4.931 -6.530 4.848  0.48
H: 3.855 -7.306 3.670  0.43
H: 2.743 -6.354 6.202  0.46
H: 1.935 -6.269 4.610  0.08
H: 3.343 -3.969 6.041  0.61
H: 1.953 -3.831 4.830  -0.90
H: 4.918 -3.719 4.375  0.55
H: 3.576 -3.299 3.290  -0.37
H: 6.295 -4.996 3.457  0.44
H: 5.691 -4.925 1.828  0.18
H: 5.791 -6.519 2.465  0.32
C: 5.947 -4.581 -2.651  -1.90
C: 5.246 -3.292 -2.315  1.07
C: 5.552 -2.078 -3.127  -0.69
C: 4.907 -0.850 -2.427  0.65
N: 5.317 0.493 -3.055  0.71
C: 5.409 0.549 -4.592  -0.32
C: 6.171 1.872 -4.785  -0.76
C: 7.093 1.951 -3.562  -0.67
C: 6.724 0.890 -2.646  -0.74
C: 4.286 1.531 -2.530  -0.92
H: 5.876 -4.801 -3.716  0.37
H: 5.583 -5.444 -2.183  0.48
H: 7.023 -4.507 -2.411  0.37
H: 5.384 -3.049 -1.263  -0.59
H: 4.142 -3.483 -2.341  -0.23
H: 5.168 -2.240 -4.120  0.44
H: 6.669 -2.027 -3.226  0.43
H: 5.172 -0.782 -1.388  0.04
H: 3.812 -0.814 -2.575  -0.27
H: 4.393 0.474 -4.906  0.08
H: 5.971 -0.329 -4.843  0.52
H: 5.476 2.746 -4.849  0.28
H: 6.724 1.788 -5.739  0.44
H: 6.900 2.911 -3.115  0.38
H: 8.137 1.987 -3.976  0.35
H: 6.620 1.176 -1.584  0.19
H: 7.157 -0.072 -2.656  0.62
H: 3.961 1.166 -1.504  0.09
H: 3.399 1.368 -3.091  0.19
H: 4.559 2.630 -2.648  0.45
C: 11.061 -0.636 4.676  -1.18
C: 10.944 0.057 3.258  -0.92
C: 9.951 1.167 3.063  1.00
C: 10.193 2.329 4.033  -1.51
N: 9.495 3.703 3.802  0.79
C: 10.206 4.307 2.536  -0.50
C: 10.955 5.596 3.062  -0.52
C: 11.110 5.348 4.591  -0.77
C: 9.898 4.521 5.010  -0.66
C: 7.991 3.506 3.655  -1.65
C: 7.189 2.800 4.712  -0.10
C: 5.662 2.832 4.341  -1.20
H: 11.161 0.006 5.537  0.32
H: 11.968 -1.185 4.813  0.44
H: 10.158 -1.325 4.816  0.19
H: 10.717 -0.787 2.574  0.39
H: 11.929 0.308 2.799  0.43
H: 8.950 0.744 3.121  -0.67
H: 10.117 1.418 2.006  0.26
H: 11.261 2.584 4.123  0.51
H: 9.891 1.975 5.051  0.62
H: 9.434 4.489 1.719  0.32
H: 10.843 3.520 2.149  0.33
H: 10.343 6.531 3.004  0.29
H: 11.923 5.673 2.531  0.36
H: 11.050 6.264 5.246  0.40
H: 12.054 4.878 4.927  0.33
H: 9.033 5.163 5.265  0.52
H: 10.023 3.889 5.889  0.36
H: 7.959 2.975 2.705  0.56
H: 7.624 4.529 3.433  0.67
H: 7.338 3.441 5.546  0.65
H: 7.480 1.754 4.876  0.21
H: 5.143 2.983 5.271  0.41
H: 5.204 1.903 3.922  0.01
H: 5.486 3.646 3.685  0.40
C: -1.913 3.990 -0.338  -1.42
C: -2.482 2.739 -1.022  1.23
C: -1.579 1.523 -1.276  1.01
C: -1.193 0.866 0.104  0.35
N: -0.178 -0.169 0.158  1.67
C: 0.326 -0.511 1.578  1.61
C: 1.792 -0.906 1.443  -0.99
C: 2.253 -0.509 0.002  0.62
C: 1.107 0.367 -0.488  0.10
C: -0.526 -1.404 -0.532  0.33
C: -1.904 -2.064 -0.338  1.86
C: -1.742 -3.507 -0.827  -1.62
H: -0.830 4.088 -0.625  0.12
H: -2.070 4.169 0.743  0.22
H: -2.377 4.834 -0.826  0.55
H: -2.970 3.040 -1.935  -0.36
H: -3.360 2.446 -0.405  -1.12
H: -0.734 1.902 -1.886  0.08
H: -2.098 0.834 -1.897  -0.80
H: -2.050 0.343 0.476  -0.56
H: -0.862 1.770 0.636  0.04
H: -0.329 -1.348 1.931  -0.47
H: 0.227 0.357 2.290  -0.26
H: 1.905 -1.957 1.626  -0.79
H: 2.277 -0.373 2.251  0.75
H: 2.476 -1.454 -0.469  -0.27
H: 3.183 0.122 0.028  -0.26
H: 0.918 0.680 -1.528  -0.25
H: 1.304 1.340 0.032  0.01
H: 0.252 -2.116 -0.251  0.23
H: -0.435 -1.091 -1.598  -0.13
H: -2.543 -1.491 -0.982  0.16
H: -2.178 -2.011 0.706  -0.76
H: -1.047 -3.502 -1.654  0.64
H: -2.699 -3.999 -1.098  0.33
H: -1.327 -4.028 0.055  -0.51
C: -4.506 7.072 -3.069  -1.15
C: -3.805 5.656 -3.397  0.24
O: -4.521 4.653 -3.153  -0.42
O: -2.592 5.575 -3.782  -0.82
H: -4.625 7.203 -1.959  0.12
H: -5.501 7.097 -3.540  0.27
H: -3.882 7.887 -3.385  0.41
C: -4.813 1.956 2.172  -0.96
C: -5.119 0.717 1.346  0.24
O: -4.100 -0.020 1.072  0.11
O: -6.307 0.400 1.025  -0.55
H: -4.030 2.466 1.652  0.00
H: -4.362 1.778 3.204  0.13
H: -5.699 2.638 2.213  0.31
C: -1.426 -5.408 3.261  -1.57
C: -0.747 -4.107 2.934  -0.54
O: 0.492 -4.060 2.688  0.32
O: -1.459 -3.047 2.839  -0.12
H: -0.692 -6.138 3.605  0.40
H: -1.971 -5.851 2.374  0.14
H: -2.179 -5.212 4.004  0.37
As: 1.334 3.417 2.685  1.92
F: -0.261 2.639 2.679  -0.53
F: 1.234 3.469 0.923  -0.49
F: 2.975 3.974 2.605  -0.46
F: 1.411 3.290 4.408  -0.43
F: 2.041 1.787 2.595  -0.60
F: 0.615 4.919 2.800  -0.49
As: 6.388 -1.052 1.875  2.22
F: 7.030 -2.231 2.924  -0.53
F: 4.889 -1.166 2.699  -0.36
F: 5.685 0.056 0.764  -0.51
F: 7.902 -0.913 1.045  -0.56
F: 5.967 -2.376 0.789  -0.67
F: 6.878 0.219 2.940  -0.67
As: 1.178 -1.123 -4.589  2.27
F: -0.535 -1.044 -4.056  -0.47
F: 1.613 -1.562 -2.980  -0.52
F: 2.847 -1.232 -4.974  -0.45
F: 0.792 -0.494 -6.116  -0.49
F: 1.348 0.480 -4.074  -0.57
F: 1.000 -2.818 -5.112  -0.52

[2]
Formula: C22H31N3OS2
Source: OMol25
Level of theory: ωB97M-V/def2-TZVPD

Computed properties:
- SMILES = COc1ccc(NC(=S)N(CCCN2CCCCCC2)Cc2cccs2)cc1
- multiplicity = 1
- ΔE to the lowest compared entry with this formula, charge and spin (kJ/mol) = 55.2
- E_HOMO (eV) = -7.7
- electronic energy (eV) = -51505.1264

Each line ends with the natural charge from an NBO analysis.
Positions of all 59 atoms, in Å:
C: -8.191 -0.159 -0.512  -0.25
O: -7.183 -0.573 0.376  -0.49
C: -5.912 -0.121 0.173  0.28
C: -5.515 0.704 -0.873  -0.26
C: -4.194 1.100 -0.976  -0.23
C: -3.246 0.690 -0.046  0.12
N: -1.917 1.081 -0.239  -0.61
C: -0.956 1.322 0.698  0.31
S: -1.292 1.420 2.318  -0.26
N: 0.297 1.502 0.214  -0.44
C: 0.692 1.129 -1.129  -0.23
C: 0.478 -0.360 -1.438  -0.41
C: 0.983 -1.281 -0.322  -0.22
N: 2.342 -0.996 0.090  -0.48
C: 2.664 -1.479 1.417  -0.21
C: 2.408 -2.963 1.745  -0.42
C: 2.836 -3.987 0.687  -0.40
C: 4.042 -3.588 -0.163  -0.40
C: 3.668 -2.662 -1.319  -0.42
C: 3.382 -1.215 -0.892  -0.21
C: 1.361 1.981 1.071  -0.27
C: 1.893 3.286 0.585  -0.20
C: 3.185 3.708 0.528  -0.26
C: 3.317 5.022 0.021  -0.25
C: 2.124 5.574 -0.308  -0.41
S: 0.809 4.509 0.003  0.43
C: -3.641 -0.156 0.988  -0.19
C: -4.957 -0.547 1.096  -0.24
H: -9.110 -0.620 -0.151  0.20
H: -8.309 0.929 -0.510  0.18
H: -7.994 -0.501 -1.534  0.17
H: -6.220 1.048 -1.614  0.21
H: -3.898 1.742 -1.794  0.20
H: -1.729 1.442 -1.165  0.39
H: 1.756 1.354 -1.205  0.23
H: 0.176 1.741 -1.880  0.19
H: 0.986 -0.584 -2.378  0.21
H: -0.582 -0.576 -1.579  0.22
H: 0.352 -1.132 0.558  0.21
H: 0.840 -2.321 -0.656  0.18
H: 2.077 -0.890 2.134  0.20
H: 3.717 -1.247 1.589  0.19
H: 2.941 -3.164 2.678  0.21
H: 1.345 -3.104 1.948  0.21
H: 1.999 -4.192 0.014  0.19
H: 3.059 -4.925 1.201  0.21
H: 4.805 -3.119 0.461  0.19
H: 4.479 -4.497 -0.585  0.21
H: 4.491 -2.632 -2.037  0.21
H: 2.798 -3.071 -1.839  0.19
H: 4.301 -0.788 -0.477  0.19
H: 3.131 -0.636 -1.786  0.19
H: 0.936 2.089 2.077  0.27
H: 2.167 1.242 1.104  0.23
H: 4.016 3.102 0.841  0.22
H: 4.260 5.525 -0.095  0.22
H: 1.925 6.545 -0.716  0.23
H: -2.920 -0.501 1.709  0.24
H: -5.272 -1.196 1.896  0.23

[3]
Formula: C3H7O3
Source: OMol25
Level of theory: ωB97M-V/def2-TZVPD

Computed properties:
- net charge = -1
- multiplicity = 1
- ΔE to the lowest compared entry with this formula, charge and spin (kJ/mol) = 66.1
- E_HOMO (eV) = -4.4
- electronic energy (eV) = -9368.4735

Each line ends with the natural charge from an NBO analysis.
Positions of all 13 atoms, in Å:
O: 0.296 0.317 -1.451  -0.76
C: -0.224 1.034 -0.577  0.76
O: 0.111 1.087 0.650  -0.82
C: -1.384 1.936 -0.970  -0.73
H: -1.164 2.989 -0.797  0.20
H: -1.608 1.797 -2.032  0.20
H: -2.248 1.639 -0.374  0.21
C: 0.934 -2.245 0.526  -0.24
O: 0.166 -1.478 1.426  -0.81
H: 1.326 -3.165 0.950  0.14
H: 0.296 -2.505 -0.339  0.15
H: 1.759 -1.588 0.244  0.18
H: 0.139 -0.500 1.158  0.52

It is found that the Kohn-Sham gap values, taken in the order of the records, are 8.4422, 8.2599, 8.7919 eV.